# 1
Below is a 10-piece molecular cluster, C26H50Cl6O12 overall in a non-equilibrium geometry, with properties calculated with ωB97M-V/def2-TZVPD.

Last column: Mulliken charge in e.
Geometry (Å):
C: 25.797 6.365 -10.970  -0.578
O: 25.730 5.624 -9.771  -0.310
C: 26.783 5.234 -9.068  0.806
O: 26.687 4.689 -7.959  -0.582
O: 27.932 5.424 -9.780  -0.326
C: 29.155 4.862 -9.388  -0.638
H: 26.286 7.332 -10.851  0.280
H: 24.825 6.576 -11.416  0.247
H: 26.394 5.823 -11.704  0.277
H: 28.934 3.964 -8.810  0.320
H: 29.626 5.521 -8.658  0.266
H: 29.800 4.617 -10.231  0.238
C: 28.738 14.324 -8.043  -0.649
O: 28.801 12.897 -7.894  -0.301
C: 29.158 12.405 -6.666  0.736
O: 29.697 13.085 -5.818  -0.540
O: 28.951 11.073 -6.656  -0.265
C: 29.337 10.286 -5.495  -0.638
H: 28.198 14.799 -7.224  0.308
H: 28.115 14.541 -8.911  0.246
H: 29.710 14.768 -8.259  0.275
H: 30.421 10.197 -5.568  0.290
H: 28.888 9.293 -5.483  0.239
H: 29.147 10.728 -4.517  0.298
Cl: 30.264 2.922 -2.743  -0.132
C: 29.236 1.398 -2.785  0.057
Cl: 28.068 1.466 -1.493  -0.108
Cl: 30.188 -0.111 -2.576  -0.116
H: 28.668 1.357 -3.714  0.298
Cl: 22.152 -1.800 -6.664  -0.120
C: 23.318 -0.737 -5.808  0.039
Cl: 24.181 -1.817 -4.681  -0.118
Cl: 22.319 0.466 -4.930  -0.119
H: 24.053 -0.227 -6.431  0.319
C: 24.813 8.949 1.970  -0.999
C: 25.643 8.404 0.841  0.768
C: 24.935 7.453 -0.149  -1.029
O: 26.851 8.561 0.778  -0.545
H: 25.512 9.544 2.559  0.288
H: 24.388 8.219 2.658  0.314
H: 24.078 9.626 1.534  0.304
H: 24.468 6.597 0.339  0.304
H: 25.562 6.930 -0.871  0.304
H: 24.228 8.051 -0.724  0.292
C: 33.913 9.273 -0.506  -1.020
C: 33.941 10.781 -0.601  0.781
C: 32.927 11.653 0.099  -0.993
O: 34.845 11.298 -1.227  -0.540
H: 33.040 8.824 -0.979  0.289
H: 33.946 8.775 0.463  0.307
H: 34.761 8.920 -1.092  0.304
H: 32.816 11.333 1.135  0.305
H: 31.983 11.703 -0.443  0.268
H: 33.272 12.687 0.135  0.300
C: 33.676 1.591 3.378  -0.978
C: 34.433 1.184 4.607  0.704
C: 35.428 -0.022 4.588  -0.937
O: 34.204 1.747 5.677  -0.550
H: 33.255 0.809 2.746  0.320
H: 34.413 2.227 2.887  0.262
H: 32.878 2.280 3.652  0.316
H: 36.010 -0.026 3.666  0.317
H: 34.910 -0.981 4.621  0.258
H: 36.100 0.067 5.441  0.289
C: 30.041 -6.099 1.535  -0.944
C: 29.476 -5.143 2.624  0.708
C: 28.228 -5.568 3.363  -1.002
O: 29.990 -4.023 2.801  -0.564
H: 29.428 -6.965 1.285  0.295
H: 31.051 -6.474 1.702  0.298
H: 30.145 -5.507 0.626  0.289
H: 27.965 -4.779 4.068  0.304
H: 28.517 -6.421 3.978  0.304
H: 27.375 -5.792 2.723  0.312
C: 31.245 -2.807 -10.161  -0.995
C: 30.530 -3.140 -8.849  0.770
C: 30.933 -4.429 -8.118  -0.978
O: 29.628 -2.394 -8.421  -0.577
H: 31.193 -1.732 -10.330  0.306
H: 30.749 -3.277 -11.009  0.274
H: 32.268 -3.184 -10.149  0.314
H: 31.990 -4.605 -8.319  0.313
H: 30.408 -5.298 -8.513  0.271
H: 30.580 -4.227 -7.106  0.303
C: 36.855 -0.673 -7.939  -1.071
C: 36.150 0.546 -7.406  0.714
C: 36.122 0.721 -5.876  -0.921
O: 35.606 1.374 -8.098  -0.536
H: 37.931 -0.581 -7.789  0.298
H: 36.753 -0.740 -9.022  0.328
H: 36.454 -1.612 -7.557  0.317
H: 36.808 1.515 -5.582  0.281
H: 36.535 -0.168 -5.400  0.294
H: 35.107 0.808 -5.488  0.296

Values from the calculation:
* frontier orbital gap: 9.665 eV
* 2S+1: 1
* electronic energy: -4684.58669 Eh
* net charge: 0
* SMILES: COC(=O)OC.COC(=O)OC.ClC(Cl)Cl.ClC(Cl)Cl.CC(C)=O.CC(C)=O.CC(C)=O.CC(C)=O.CC(C)=O.CC(C)=O

=====

# 2
Below is F10InN5O20S10 as an isolated structure in a non-equilibrium geometry, with properties calculated with ωB97M-V/def2-TZVPD.

Last column: Mulliken charge in e.
Geometry (Å):
In: 0.733 0.088 -0.063  2.484
N: -0.399 -0.332 -2.681  0.090
S: -1.392 -1.201 -3.370  0.804
O: -0.909 -2.372 -4.172  -0.559
O: -2.671 -0.640 -3.768  -0.590
F: -1.747 -2.061 -2.004  -0.299
S: 0.027 0.392 -4.197  0.889
O: -0.934 1.267 -4.768  -0.516
O: 0.906 -0.413 -5.057  -0.559
F: 1.094 1.395 -3.497  -0.246
N: 1.235 -0.222 2.721  0.028
S: 2.023 -1.506 3.336  0.931
O: 1.277 -2.588 3.936  -0.510
O: 3.367 -1.254 3.779  -0.602
F: 2.392 -2.175 1.909  -0.253
S: 0.940 0.276 4.124  0.892
O: 1.936 1.046 4.776  -0.590
O: -0.181 -0.319 4.851  -0.546
F: 0.164 1.609 3.508  -0.356
N: 1.041 2.979 -0.382  0.026
S: 2.322 3.686 0.509  0.956
O: 1.962 4.438 1.667  -0.528
O: 3.523 4.135 -0.209  -0.567
F: 2.817 2.350 1.236  -0.227
S: 0.899 4.149 -1.217  0.903
O: 1.839 4.345 -2.299  -0.581
O: 0.371 5.405 -0.606  -0.571
F: -0.364 3.590 -2.060  -0.258
N: -2.116 0.600 0.543  0.114
S: -2.895 0.523 2.001  0.879
O: -4.088 -0.288 2.156  -0.533
O: -2.658 1.563 2.979  -0.522
F: -1.785 -0.509 2.488  -0.191
S: -3.253 1.314 -0.217  0.853
O: -3.644 2.688 0.130  -0.566
O: -4.293 0.376 -0.736  -0.518
F: -2.417 1.550 -1.612  -0.225
N: 0.785 -2.701 -0.456  0.102
S: -0.222 -3.777 0.435  0.990
O: 0.377 -4.523 1.553  -0.525
O: -1.406 -4.376 -0.195  -0.583
F: -1.027 -2.593 1.155  -0.189
S: 1.281 -3.833 -1.278  0.715
O: 0.523 -4.186 -2.471  -0.514
O: 2.031 -4.950 -0.636  -0.584
F: 2.536 -2.944 -1.844  -0.344

Values from the calculation:
* frontier orbital gap: 2.864 eV
* 2S+1: 1
* electronic energy: -6948.78418 Eh
* net charge: -2
* ΔE to the lowest compared entry with this formula, charge and spin: 1005.8 kJ/mol

=====

# 3
Below is a 2-piece molecular cluster, C9H24N3 overall in a non-equilibrium geometry, with properties calculated with ωB97M-V/def2-TZVPD.

Last column: Mulliken charge in e.
Geometry (Å):
C: -2.205 -4.212 -1.506  -1.330
C: 1.346 2.679 -1.737  -1.264
C: 1.904 0.606 2.331  -0.940
C: -0.901 1.879 0.026  -1.473
C: -1.798 -3.247 -0.400  -0.387
C: -0.720 -2.275 -0.878  -0.782
C: -0.546 -1.092 0.079  -0.256
C: 1.488 2.120 -0.322  -0.422
C: 0.434 -0.079 -0.506  -1.283
N: 0.397 2.297 2.594  -0.414
N: 0.590 1.116 2.128  0.285
N: 0.404 1.244 0.105  1.033
H: -1.360 -4.817 -1.825  0.327
H: -2.575 -3.661 -2.369  0.341
H: -2.993 -4.875 -1.160  0.392
H: 1.263 1.881 -2.471  0.334
H: 0.484 3.335 -1.826  0.328
H: 2.233 3.261 -1.970  0.423
H: 2.695 1.365 2.265  0.418
H: 1.916 0.192 3.345  0.319
H: 2.098 -0.218 1.650  0.300
H: -1.584 1.397 0.724  0.456
H: -0.825 2.935 0.272  0.457
H: -1.319 1.793 -0.979  0.360
H: -2.678 -2.683 -0.082  0.356
H: -1.434 -3.805 0.466  0.332
H: 0.227 -2.804 -0.998  0.346
H: -1.011 -1.893 -1.861  0.365
H: -0.200 -1.448 1.051  0.248
H: -1.524 -0.639 0.220  0.284
H: 1.528 2.965 0.375  0.324
H: 2.426 1.567 -0.251  0.333
H: 1.452 -0.472 -0.458  0.405
H: 0.196 0.043 -1.572  0.310
H: 1.153 2.938 2.837  0.237
H: -0.558 2.608 2.704  0.241

Values from the calculation:
* frontier orbital gap: 9.212 eV
* 2S+1: 1
* electronic energy: -521.27188 Eh
* net charge: +1
* ΔE to the lowest compared entry with this formula, charge and spin: 63.9 kJ/mol